No. 1
{
  "formula": "C4H9NS3",
  "method": "ωB97M-V/def2-TZVPD",
  "elements": ["N", "C", "H", "H", "H", "C", "S", "H", "H", "C", "H", "H", "H", "H", "C", "S", "S"],
  "xyz": [[-3.433916, 0.347969, -0.064948], [-1.056180, -0.176213, -0.037708], [3.662500, 2.296105, -0.039689], [-0.915143, 0.422340, -0.907896], [-2.612376, -1.337422, -0.957905], [-2.473067, -0.757838, -0.046438], [1.769176, 0.899837, -0.038327], [-0.931762, 0.446808, 0.847480], [4.012422, 0.766047, -0.900833], [1.715028, -0.843845, -0.019820], [-2.613567, -1.453481, 0.796499], [-4.351125, 0.012571, -0.289549], [3.999545, 0.791318, 0.861802], [-3.441109, 0.779221, 0.863408], [3.540247, 1.216296, -0.033585], [3.011384, -1.844799, -0.007747], [0.117943, -1.564910, -0.024738]],
  "atomic_forces_ev_per_a": [[0.79, 0.13, 0.58], [-0.32, -0.61, 0.66], [-0.06, 0.06, -0.04], [0.11, 0.46, -0.67], [0.01, -0.06, -0.07], [0.01, 0.01, -0.12], [0.10, -0.11, 0.00], [0.13, -0.01, 0.06], [-0.03, 0.03, -0.12], [-0.08, -0.11, -0.02], [0.11, 0.14, -0.08], [-0.42, -0.06, 0.08], [-0.12, 0.09, -0.09], [-0.30, -0.10, -0.48], [0.05, -0.25, 0.25], [-0.16, 0.15, 0.00], [0.18, 0.23, 0.07]],
  "homo_lumo_gap_ev": 8.67,
  "de_lowest_kcal_mol": 0.0,
  "lumo_energy_ev": 0.096,
  "total_charge": 0,
  "max_force_ev_per_a": 0.992,
  "spin_multiplicity": 1
}

=====

No. 2
{
  "formula": "C6H6FNO3S",
  "method": "ωB97M-V/def2-TZVPD",
  "elements": ["C", "O", "O", "H", "C", "C", "S", "H", "H", "H", "F", "H", "C", "C", "C", "H", "N", "O"],
  "xyz": [[-2.626067, -0.406122, -0.428744], [0.897167, -0.872476, -0.175052], [3.027682, 0.442939, -0.933943], [4.531756, -1.184013, 0.090152], [-1.392900, -0.998115, -0.334941], [-1.610781, 1.702116, -0.017642], [2.318181, -0.229349, 0.168044], [-1.404875, -2.037831, -0.337333], [0.519872, 1.677642, 0.222634], [3.091348, -2.196721, 1.343021], [-3.877487, 1.650538, -0.261444], [-1.737845, 2.745425, 0.070319], [-0.270569, -0.212358, -0.115961], [-2.674203, 0.941460, -0.188063], [-0.354263, 1.142530, -0.045848], [-3.520339, -0.885063, -0.718813], [3.082491, -1.758899, 0.206063], [2.000832, 0.478296, 1.457549]],
  "atomic_forces_ev_per_a": [[0.10, 0.91, 0.31], [2.16, -1.33, -0.78], [-2.10, -0.86, 2.09], [-4.90, -2.03, 0.50], [-0.56, 0.89, 0.35], [2.05, 1.24, 0.16], [0.51, 1.31, 1.82], [0.70, -1.68, -0.37], [0.48, 0.78, -0.25], [-0.18, 1.92, -4.17], [0.76, -1.16, 0.09], [-0.08, 1.01, 0.20], [-1.26, -0.07, -0.83], [-3.31, 0.45, -0.96], [-0.17, -0.05, 0.94], [-0.72, -0.85, 0.03], [4.62, 1.22, 4.00], [1.91, -1.70, -3.13]],
  "homo_lumo_gap_ev": 8.43,
  "lumo_energy_ev": -0.853,
  "total_charge": 0,
  "max_force_ev_per_a": 6.231,
  "spin_multiplicity": 1
}

=====

Copy entry 2 word for word.
{
  "formula": "C6H6FNO3S",
  "method": "ωB97M-V/def2-TZVPD",
  "elements": ["C", "O", "O", "H", "C", "C", "S", "H", "H", "H", "F", "H", "C", "C", "C", "H", "N", "O"],
  "xyz": [[-2.626067, -0.406122, -0.428744], [0.897167, -0.872476, -0.175052], [3.027682, 0.442939, -0.933943], [4.531756, -1.184013, 0.090152], [-1.392900, -0.998115, -0.334941], [-1.610781, 1.702116, -0.017642], [2.318181, -0.229349, 0.168044], [-1.404875, -2.037831, -0.337333], [0.519872, 1.677642, 0.222634], [3.091348, -2.196721, 1.343021], [-3.877487, 1.650538, -0.261444], [-1.737845, 2.745425, 0.070319], [-0.270569, -0.212358, -0.115961], [-2.674203, 0.941460, -0.188063], [-0.354263, 1.142530, -0.045848], [-3.520339, -0.885063, -0.718813], [3.082491, -1.758899, 0.206063], [2.000832, 0.478296, 1.457549]],
  "atomic_forces_ev_per_a": [[0.10, 0.91, 0.31], [2.16, -1.33, -0.78], [-2.10, -0.86, 2.09], [-4.90, -2.03, 0.50], [-0.56, 0.89, 0.35], [2.05, 1.24, 0.16], [0.51, 1.31, 1.82], [0.70, -1.68, -0.37], [0.48, 0.78, -0.25], [-0.18, 1.92, -4.17], [0.76, -1.16, 0.09], [-0.08, 1.01, 0.20], [-1.26, -0.07, -0.83], [-3.31, 0.45, -0.96], [-0.17, -0.05, 0.94], [-0.72, -0.85, 0.03], [4.62, 1.22, 4.00], [1.91, -1.70, -3.13]],
  "homo_lumo_gap_ev": 8.43,
  "lumo_energy_ev": -0.853,
  "total_charge": 0,
  "max_force_ev_per_a": 6.231,
  "spin_multiplicity": 1
}